1.
ORCA calculation (ωB97M-V/def2-TZVPD) on a structure of composition C33H57N3O4SiTi in a non-equilibrium geometry.

Each line ends with the Löwdin spin population.
Positions of all 99 atoms, in Å:
O: 0.2452 -1.8771 -3.0278  0.000
O: -2.1568 -2.0384 -4.8928  0.000
C: 1.3800 -2.3695 -3.7755  0.000
C: 2.3874 -3.0605 -2.8879  0.000
H: 1.8198 -1.4969 -4.2689  0.000
H: 0.9940 -3.0587 -4.5320  0.000
H: 2.4391 -2.5581 -1.9183  0.000
H: 3.3913 -3.0468 -3.3302  0.000
H: 2.0685 -4.0868 -2.6798  0.000
C: -0.4173 -2.9306 -2.2997  0.000
C: -0.6348 -4.2151 -3.0629  0.000
H: -1.3780 -2.4840 -1.9983  0.000
H: 0.1419 -3.1795 -1.3636  0.000
H: -1.0734 -4.0528 -4.0450  0.000
H: -1.3305 -4.7917 -2.4578  0.000
H: 0.2672 -4.8119 -3.1675  0.000
C: -3.3285 -1.5700 -4.2509  0.000
C: -1.6352 -1.0537 -5.7638  0.000
C: -4.0145 -2.7099 -3.5319  0.000
H: -4.0321 -1.1330 -4.9825  0.000
H: -3.0464 -0.7759 -3.5371  0.000
H: -4.2450 -3.5292 -4.2211  0.000
H: -4.9558 -2.3509 -3.1087  0.000
H: -3.3927 -3.0961 -2.7190  0.000
C: -0.5653 -1.6564 -6.6389  0.000
H: -1.2219 -0.2327 -5.1538  0.000
H: -2.4353 -0.6415 -6.4040  0.000
H: 0.3162 -1.9037 -6.0452  0.000
H: -0.2750 -0.9276 -7.3965  0.000
H: -0.9232 -2.5577 -7.1455  0.000
H: 3.5589 -1.0682 0.8539  0.000
N: 1.3576 1.6736 2.2374  0.000
C: 1.1500 2.9180 2.6534  0.000
C: 0.0256 3.7497 2.3317  0.000
C: -1.2828 3.3246 2.1127  0.000
C: 2.1994 3.5885 3.5235  0.000
H: 3.1868 3.6607 3.0461  0.000
H: 2.3288 3.0782 4.4870  0.000
H: 1.8684 4.6066 3.7449  0.000
C: -2.4527 4.2881 2.0530  0.000
H: -3.0124 4.3241 3.0015  0.000
H: -3.1704 3.9915 1.2733  0.000
H: -2.1319 5.3117 1.8177  0.000
N: -1.5599 1.9999 1.9705  0.000
C: 2.5847 0.9977 2.5903  0.000
C: 3.8488 1.1221 1.9231  0.000
C: 4.2019 2.1598 0.9019  0.000
C: 4.8533 0.1703 2.1571  0.000
H: 5.7374 0.1872 1.5143  0.000
C: 4.7190 -0.8228 3.1251  0.000
H: 5.4992 -1.5747 3.2656  0.000
C: 3.6010 -0.7702 3.9536  0.000
H: 3.5088 -1.4428 4.8050  0.000
C: 2.5757 0.1481 3.7286  0.000
C: 1.4318 0.2149 4.6894  0.000
C: -2.7649 1.4059 2.4225  0.003
C: -3.5996 0.7417 1.4988  0.001
C: -3.2749 0.7533 0.0289  0.000
C: -4.6471 -0.0431 1.9744  0.000
H: -5.2848 -0.5549 1.2509  0.000
C: -4.8780 -0.1751 3.3378  0.001
H: -5.7330 -0.7508 3.6999  0.000
C: -4.0107 0.4237 4.2442  0.002
H: -4.1494 0.2861 5.3184  0.000
C: -2.9522 1.2149 3.8089  0.003
C: -1.9229 1.7321 4.7692  0.000
Ti: -0.4471 0.8145 0.6047  0.001
H: 4.0091 1.8113 -0.1248  0.000
H: 5.2887 2.3449 0.9267  0.000
H: 3.7141 3.1202 1.0798  0.000
H: 1.2049 1.2525 4.9636  0.000
H: 1.7034 -0.3269 5.6034  0.000
H: 0.5146 -0.2429 4.2964  0.000
H: -4.2070 0.7327 -0.5543  0.000
H: -2.7117 -0.1494 -0.2899  0.000
H: -2.7340 1.6684 -0.2822  0.000
H: -0.9176 1.3431 4.5496  0.000
H: -2.1580 1.4145 5.7923  0.000
H: -1.8491 2.8285 4.7606  0.000
H: 0.1870 4.8207 2.4763  0.000
C: 3.0997 -1.3585 -0.0534  0.000
Si: 1.7218 0.0485 -0.8054  0.000
H: 3.8714 -1.6363 -0.7882  0.000
H: 2.4290 -2.2089 0.1552  0.000
C: 2.8175 0.2935 -2.3202  0.000
C: 1.3349 2.0407 -0.6121  0.000
C: -0.1033 0.1998 -1.7297  0.000
H: -0.7983 -0.6335 -1.6195  0.000
H: 0.1289 0.3396 -2.7995  0.000
H: -0.6936 1.1439 -1.5653  0.000
H: 3.4940 -0.5481 -2.4889  0.000
H: 3.4398 1.1832 -2.1668  0.000
H: 2.2546 0.4264 -3.2512  0.000
H: 2.2299 2.5806 -0.3116  0.000
H: 0.5242 2.4303 0.0772  0.000
H: 1.0811 2.4434 -1.6105  0.000
O: -1.5792 -2.1346 4.2015  0.353
N: -2.1276 -1.9595 3.1811  0.634
O: -0.5206 -0.7563 1.1973  0.001

Force components x, y, z for each atom (eV/Å):
O 0.883 -1.405 -0.365
O -0.546 0.133 -0.315
C -0.579 0.112 0.180
C 0.119 -0.128 0.326
H -0.186 -0.146 0.035
H 0.286 0.107 -0.085
H 0.024 -0.112 -0.393
H -0.243 -0.180 0.041
H 0.376 0.109 -0.096
C 0.313 0.369 0.282
C -0.375 -0.087 0.039
H 0.228 -0.270 -0.102
H -0.250 0.342 -0.465
H -0.080 0.087 0.045
H -0.126 -0.259 -0.075
H 0.042 0.003 -0.002
C -0.042 -0.081 0.067
C -0.013 0.050 -0.053
C -0.002 -0.068 0.078
H 0.298 -0.042 0.088
H -0.115 0.015 -0.067
H 0.093 0.156 0.096
H 0.054 -0.062 0.033
H -0.110 -0.028 -0.108
C 0.209 -0.004 0.035
H -0.062 0.031 -0.163
H 0.080 -0.082 0.265
H -0.119 -0.030 -0.221
H 0.060 -0.040 -0.028
H -0.004 0.139 0.103
H 0.071 0.391 0.808
N -0.614 1.285 -0.543
C 1.218 -1.216 -0.172
C -1.106 -0.010 -0.196
C 0.497 0.048 0.158
C -0.037 0.524 0.088
H -0.329 -0.207 0.107
H -0.046 -0.060 -0.328
H 0.143 -0.150 0.035
C -0.023 0.310 0.025
H 0.250 -0.123 -0.233
H 0.256 -0.093 0.256
H 0.091 -0.311 0.191
N 1.026 -1.019 -1.744
C 1.297 -0.432 0.755
C -0.819 -0.377 0.077
C 0.454 0.218 -0.434
C -0.127 -0.160 0.480
H -0.176 0.137 0.324
C -0.016 0.389 -0.031
H -0.292 0.268 -0.019
C 0.134 0.111 -0.076
H 0.052 0.110 -0.180
C -0.312 -0.083 -0.733
C -0.232 -0.270 0.366
C -0.383 -0.876 0.039
C 0.559 0.040 0.540
C -0.211 -0.018 -0.368
C -0.226 0.127 -0.124
H 0.107 0.117 0.250
C -0.166 -0.035 -0.034
H 0.351 0.095 -0.154
C -0.104 0.351 0.089
H 0.008 -0.017 -0.304
C 0.167 -0.088 -0.419
C 0.185 0.142 0.488
Ti -0.599 -2.346 4.617
H -0.024 0.211 0.286
H -0.412 -0.039 0.136
H -0.076 -0.114 -0.211
H 0.000 -0.251 -0.033
H -0.152 0.157 -0.149
H 0.180 0.123 -0.039
H 0.354 0.024 -0.014
H -0.176 0.259 0.200
H -0.215 -0.184 0.083
H -0.412 0.130 -0.172
H -0.039 0.155 -0.213
H -0.037 -0.209 0.032
H -0.154 -0.391 -0.111
C -2.709 -0.116 -0.121
Si 1.559 0.645 -2.666
H -0.720 0.561 0.021
H 0.512 0.061 0.037
C 0.052 0.309 -0.785
C 0.352 0.543 1.006
C -0.896 -0.748 0.744
H 0.065 0.249 -0.284
H 0.110 -0.274 0.724
H 0.241 -0.136 0.437
H -0.175 0.180 0.077
H -0.022 -0.094 -0.122
H 0.117 0.238 0.187
H -0.321 -0.047 0.329
H 1.081 0.544 -0.697
H 0.079 -0.821 0.234
O -1.324 0.452 -2.542
N 1.328 -0.470 2.529
O 0.575 3.650 -1.681

Results
Kohn-Sham gap (alpha / beta): 6.21 / 6.68 eV
E_LUMO (alpha / beta): -4.20 / -4.20 eV
E_HOMO (alpha / beta): -10.4 / -10.9 eV
Total charge: +1
2S+1: 2
<S²>: 0.753

=====

2.
ORCA calculation (ωB97M-V/def2-TZVPD) on a cluster of 4 separate species, C29H47ClN8O2P in total in a non-equilibrium geometry.

Each line ends with the Löwdin charge.
Positions of all 88 atoms, in Å:
C: -1.6150 -1.5055 -4.3833  -0.060
C: -1.3334 -2.9901 -4.4397  -0.340
C: -2.4723 -3.8814 -4.8866  -0.054
C: -0.1351 -3.4687 -4.0632  -0.088
C: 0.6353 -2.8627 -2.9133  -0.216
C: 1.6922 -3.8204 -2.3692  -0.171
C: 2.6054 -3.2260 -1.2675  -0.355
C: 3.8224 -2.5830 -1.9453  -0.091
C: 1.8057 -2.3272 -0.3137  -0.184
C: 2.6522 -1.6619 0.7773  -0.109
N: 2.0305 -0.4703 1.3928  0.033
N: 1.5898 -0.6120 2.6792  0.119
C: 1.0893 0.5536 3.0697  -0.770
Cl: 0.4259 0.7974 4.5959  0.826
N: 1.1721 1.4461 2.1206  0.187
C: 1.7666 0.8239 1.0799  -0.283
N: 2.0515 1.4516 -0.0761  -0.074
C: 1.6819 2.8544 -0.1567  -0.253
C: 2.6360 3.8312 -0.3699  -0.001
C: 2.1756 5.1332 -0.4690  -0.035
C: 0.8231 5.3853 -0.3190  -0.124
N: -0.1000 4.4469 -0.1155  0.094
C: 0.3477 3.2021 -0.0579  -0.104
P: 2.8191 0.7058 -1.4710  0.886
O: 4.3425 1.1860 -1.1471  -0.224
O: 2.3824 1.7787 -2.6034  -0.198
H: -2.2130 -1.2184 -5.2463  0.087
H: -2.1463 -1.2176 -3.4670  0.085
H: -0.6797 -0.9459 -4.3849  0.062
H: -2.3630 -4.2879 -5.8946  0.083
H: -3.4007 -3.3119 -4.8323  0.075
H: -2.5634 -4.7047 -4.1813  0.075
H: 0.3129 -4.2806 -4.6319  0.116
H: -0.0882 -2.6425 -2.1244  0.110
H: 1.1041 -1.8974 -3.1678  0.102
H: 1.2561 -4.7714 -2.0598  0.125
H: 2.3576 -4.0615 -3.2040  0.112
H: 2.9812 -4.0625 -0.6702  0.132
H: 4.5498 -2.1474 -1.2588  0.064
H: 3.5111 -1.8514 -2.6912  0.050
H: 4.3493 -3.3669 -2.4919  0.086
H: 1.2270 -1.5494 -0.8074  0.072
H: 1.0881 -2.9835 0.1895  0.115
H: 2.7607 -2.3815 1.5908  0.110
H: 3.6656 -1.4151 0.4628  0.111
H: 1.6518 -1.4559 3.2270  0.172
H: 3.6819 3.5736 -0.4562  0.115
H: 2.8569 5.9503 -0.6584  0.113
H: 0.4686 6.4081 -0.3684  0.113
H: -0.3902 2.4169 0.0748  0.107
H: 4.8535 1.1842 -1.9695  0.078
H: 1.8421 1.3374 -3.2722  0.073
C: 4.0459 -5.7556 5.1252  -0.102
C: 3.0864 -4.6021 5.3895  -0.262
C: 1.7106 -4.8127 4.7420  -0.188
C: 1.8147 -4.9356 3.2854  -0.228
N: 1.8950 -5.0707 2.1450  0.166
H: 4.2524 -5.8672 4.0599  0.073
H: 4.9966 -5.5836 5.6278  0.078
H: 3.6369 -6.6975 5.4931  0.083
H: 3.5254 -3.6713 5.0196  0.102
H: 2.9444 -4.4814 6.4640  0.112
H: 1.0439 -3.9784 4.9685  0.110
H: 1.2426 -5.7205 5.1256  0.128
C: -2.9154 2.6784 1.5843  -0.093
C: -3.0309 2.9309 3.0817  -0.247
C: -4.2457 2.2345 3.7088  -0.183
C: -5.4854 2.7133 3.0931  -0.225
N: -6.4590 3.0598 2.5884  0.163
H: -3.7762 3.0681 1.0453  0.043
H: -2.0312 3.1737 1.1853  0.038
H: -2.8387 1.6085 1.3697  0.084
H: -3.0967 4.0048 3.2640  0.117
H: -2.1176 2.5814 3.5684  0.083
H: -4.2920 2.4250 4.7814  0.118
H: -4.1882 1.1542 3.5628  0.119
C: -5.4734 4.2568 -0.6413  -0.114
C: -4.4895 5.3809 -0.9430  -0.257
C: -4.4384 5.7467 -2.4308  -0.188
C: -4.0030 4.6022 -3.2343  -0.244
N: -3.6416 3.7078 -3.8605  0.137
H: -5.1947 3.3340 -1.1546  0.076
H: -5.4995 4.0413 0.4241  0.024
H: -6.4854 4.5240 -0.9493  0.084
H: -3.4869 5.0937 -0.6152  0.096
H: -4.7692 6.2681 -0.3724  0.111
H: -3.7385 6.5651 -2.6033  0.116
H: -5.4205 6.0671 -2.7822  0.121

Force components x, y, z for each atom (eV/Å):
C -0.042 -0.313 1.178
C 0.182 0.071 -0.204
C 0.308 0.211 -0.380
C -0.182 0.364 -0.236
C 0.255 0.295 -0.366
C 0.461 0.183 -0.244
C 0.050 0.009 -0.167
C -0.101 -0.250 -0.136
C -0.128 0.017 0.438
C 0.186 -0.455 -0.249
N 0.027 -0.258 0.234
N -0.349 0.079 0.708
C 0.024 0.105 -0.404
Cl 0.029 -0.062 0.029
N -0.014 0.315 0.043
C 0.159 -0.350 -0.101
N 0.007 0.493 0.077
C 0.183 -0.048 0.070
C -0.170 -0.035 0.082
C 0.188 -0.009 -0.014
C -0.119 0.364 -0.017
N 0.312 -0.091 -0.032
C -0.310 -0.251 -0.104
P -0.135 -0.601 -0.059
O -0.289 0.276 -0.199
O 0.116 -0.097 0.174
H -0.048 0.029 0.033
H -0.218 0.099 -0.177
H -0.037 0.055 -0.121
H -0.046 0.014 -0.011
H -0.026 -0.037 -0.191
H 0.002 -0.113 -0.134
H -0.389 -0.792 0.812
H -0.031 0.070 -0.052
H 0.097 -0.064 -0.009
H -0.213 0.135 0.125
H -0.070 -0.196 0.011
H -0.036 0.026 0.054
H -0.069 0.151 -0.016
H 0.071 0.126 0.092
H 0.048 0.002 0.058
H 0.127 -0.089 -0.295
H -0.110 0.121 -0.014
H 0.133 0.101 0.061
H -0.113 0.267 -0.132
H 0.151 -0.223 -0.347
H 0.022 0.051 -0.009
H 0.014 0.006 0.042
H -0.071 -0.017 -0.013
H -0.020 0.030 0.003
H 0.241 0.003 0.119
H -0.057 0.133 -0.092
C 0.017 0.033 -0.008
C 0.129 -0.091 -0.003
C 0.184 0.101 0.030
C -0.134 -0.219 -0.225
N 0.053 0.355 0.219
H -0.036 -0.020 -0.006
H -0.005 -0.014 0.017
H 0.003 -0.006 -0.004
H -0.041 0.025 0.017
H -0.073 0.035 -0.013
H -0.063 -0.054 0.021
H -0.026 -0.004 -0.026
C 0.099 -0.010 0.010
C 0.108 -0.020 -0.169
C 0.155 0.213 -0.064
C -0.373 -0.143 -0.033
N 0.301 -0.010 0.150
H -0.026 -0.060 0.004
H -0.049 0.053 0.012
H -0.027 -0.006 -0.002
H -0.009 -0.007 0.055
H -0.080 -0.017 0.155
H -0.045 -0.015 0.002
H -0.032 -0.006 -0.004
C 0.059 0.013 -0.049
C -0.061 -0.118 0.132
C 0.047 -0.081 0.160
C 0.099 -0.092 -0.292
N -0.056 0.141 0.205
H -0.009 0.029 -0.062
H -0.132 0.061 0.013
H -0.007 -0.009 0.002
H 0.019 0.040 -0.013
H 0.028 0.060 -0.076
H -0.021 0.013 -0.043
H 0.002 -0.018 -0.031

Results
Kohn-Sham gap: 7.22 eV
E_LUMO: -2.80 eV
E_HOMO: -10.0 eV
Total charge: +1